(1)
{"formula": "C27H31Cl3N4O4P2SbSe4W", "method": "ωB97M-V with the def2-TZVPD basis set", "elements": ["H", "C", "H", "O", "C", "C", "H", "H", "H", "C", "H", "C", "H", "C", "O", "Se", "C", "H", "P", "C", "C", "H", "N", "C", "H", "H", "C", "H", "C", "Se", "Cl", "H", "Sb", "H", "W", "Cl", "H", "H", "Se", "C", "H", "H", "C", "H", "H", "C", "H", "H", "C", "O", "Se", "P", "H", "C", "C", "H", "H", "C", "H", "Cl", "C", "H", "N", "N", "O", "C", "H", "C", "C", "C", "N", "C", "H", "H", "H", "C", "C"], "coordinates": [[-3.457, -2.175, 2.915], [-3.972, 1.374, -3.829], [-1.960, 1.839, 3.984], [0.714, -0.693, -3.958], [-3.515, -4.009, 0.894], [-4.644, 0.789, 3.521], [-2.043, -5.518, 2.700], [-5.703, 1.064, 3.532], [-4.128, 1.447, 4.222], [-4.102, 0.926, 2.091], [-3.289, -3.779, 3.638], [-1.463, -4.851, 2.056], [-2.971, 2.780, -2.567], [-2.030, 0.253, 0.319], [-0.317, -0.208, -2.009], [-0.944, 5.433, -0.878], [-4.310, 2.365, 1.603], [3.528, -3.495, -0.588], [-1.114, -2.423, 0.884], [1.472, 0.019, 1.682], [-2.770, -3.006, 3.063], [-4.554, -0.236, 3.888], [1.756, 2.515, -0.262], [-1.578, 1.876, 2.961], [0.081, -4.175, -0.277], [-1.931, -2.632, 3.652], [2.263, -0.523, 0.494], [-3.716, 2.591, 0.716], [3.054, -2.522, -0.611], [-2.580, 4.925, -4.511], [4.068, 0.586, 0.871], [-0.544, -4.588, 2.586], [-0.441, 4.970, -3.514], [-4.717, -1.072, 1.433], [0.062, 1.234, -0.656], [4.429, 5.098, -0.476], [-4.235, 2.123, -4.564], [-0.120, -2.743, -1.282], [0.146, 2.578, -2.582], [-3.226, -0.566, -1.982], [-1.858, 2.825, 2.512], [3.064, -2.254, 1.513], [1.857, -0.857, -1.817], [-1.196, -5.406, 1.157], [-4.056, 3.092, 2.375], [-2.895, 0.776, -1.777], [-1.473, -3.861, -1.108], [-4.029, -3.147, 0.472], [2.639, 3.200, 0.106], [0.560, 0.914, 1.277], [-0.600, 3.579, 0.408], [-2.292, 0.392, 2.178], [-4.908, -0.253, -4.904], [-2.161, -1.178, -0.046], [-2.303, -3.606, 1.735], [-4.211, -1.979, -3.252], [-5.969, 0.170, 1.332], [2.811, -1.862, 0.539], [-0.497, 1.789, 3.011], [4.061, 3.937, 2.214], [-4.901, -0.023, 1.193], [-4.227, -4.556, 1.521], [-2.229, 1.175, -0.633], [1.705, -0.125, -0.679], [1.582, -0.339, 2.815], [-3.972, -0.932, -3.117], [2.656, -2.558, -2.780], [-3.257, 1.747, -2.726], [0.750, -0.561, -2.773], [-4.342, 0.025, -4.024], [-2.748, -1.541, -1.140], [-0.630, -3.410, -0.587], [-4.683, 0.129, 0.136], [-3.235, -4.662, 0.067], [-5.363, 2.514, 1.346], [3.597, 4.011, 0.565], [2.585, -1.996, -1.860]], "forces_ev_per_a": [[0.0, 0.0, 0.0], [0.0, -0.1, -0.1], [0.0, 0.0, 0.0], [0.0, -0.1, -0.1], [0.0, 0.0, 0.0], [0.0, 0.0, 0.0], [0.0, 0.0, 0.0], [0.0, 0.0, 0.0], [0.0, 0.0, 0.0], [-0.1, 0.1, -0.1], [0.0, 0.0, 0.0], [0.0, 0.0, 0.0], [0.0, 0.0, 0.0], [-0.4, -0.7, -0.1], [-0.1, 0.4, -0.2], [0.0, 0.0, -0.1], [0.0, 0.0, 0.0], [0.0, 0.0, 0.0], [0.0, 0.2, 0.0], [-0.2, 0.3, -0.5], [0.0, 0.0, 0.0], [0.0, 0.0, 0.0], [-0.4, -0.4, 0.0], [0.0, 0.0, 0.2], [0.0, 0.0, 0.0], [0.0, 0.0, 0.0], [0.4, 0.1, 0.2], [0.0, 0.0, 0.0], [0.0, 0.0, -0.1], [-0.3, 0.0, -0.1], [0.0, 0.0, 0.0], [0.0, 0.0, 0.0], [0.2, 0.2, 0.6], [0.0, 0.0, 0.0], [2.1, 0.6, 0.4], [0.0, 0.0, 0.0], [0.0, 0.0, 0.0], [0.0, 0.0, 0.0], [0.2, 0.3, -1.9], [0.0, -0.4, 0.2], [0.0, -0.1, 0.1], [0.0, 0.0, 0.0], [0.1, -0.1, 0.1], [0.0, 0.0, 0.0], [0.0, 0.0, 0.0], [0.2, 0.5, -0.1], [0.0, 0.0, 0.0], [0.0, 0.0, 0.0], [0.0, 0.2, 0.0], [-0.1, -0.4, 0.5], [-0.1, 0.4, 0.6], [0.1, 0.1, 0.0], [0.0, 0.0, 0.0], [0.2, 0.3, 0.2], [-0.1, 0.0, 0.0], [0.0, 0.0, 0.0], [0.0, 0.0, 0.0], [0.0, 0.0, 0.1], [0.0, 0.0, 0.0], [0.1, 0.1, 0.0], [0.0, 0.0, 0.0], [0.0, 0.0, 0.0], [-0.4, -0.7, 0.0], [-0.9, -0.3, -0.1], [0.2, -0.1, 0.2], [0.0, 0.0, 0.0], [0.0, 0.0, 0.0], [0.1, 0.0, 0.1], [-0.2, -0.1, 0.4], [0.1, 0.0, 0.1], [-0.2, 0.2, -0.3], [0.0, 0.0, -0.1], [0.0, 0.0, 0.0], [0.0, 0.0, 0.0], [0.0, 0.0, 0.0], [-0.1, -0.1, -0.1], [0.1, 0.0, 0.0]], "e_above_lowest_ev": 2.966, "multiplicity": 3, "e_homo_ha": [-0.186, -0.166], "e_lumo_ev": [0.059, -0.068], "largest_force_ha_per_bohr": 0.0439, "total_charge": -1, "s_squared": 2.04}

(2)
{"formula": "C12H36FeNO15", "method": "ωB97M-V with the def2-TZVPD basis set", "elements": ["H", "O", "C", "O", "H", "H", "O", "H", "H", "C", "H", "O", "O", "H", "H", "H", "C", "H", "C", "H", "Fe", "H", "O", "H", "H", "H", "H", "C", "H", "C", "H", "H", "O", "N", "H", "C", "H", "O", "C", "H", "O", "H", "H", "H", "O", "C", "H", "H", "H", "O", "H", "H", "C", "C", "O", "C", "H", "O", "O", "H", "H", "H", "H", "H", "O"], "coordinates": [[-15.066, -13.567, -12.176], [-10.217, -6.962, -14.663], [-15.150, -5.739, -15.267], [-13.381, -13.152, -17.857], [-11.483, -13.637, -16.172], [-7.814, -7.877, -15.370], [-12.759, -12.253, -15.328], [-15.302, -10.490, -13.074], [-10.081, -8.856, -15.644], [-9.893, -8.387, -14.678], [-15.588, -4.596, -13.739], [-15.026, -5.361, -13.884], [-13.405, -8.678, -12.039], [-12.107, -12.600, -11.238], [-16.107, -11.678, -11.277], [-10.293, -13.832, -11.174], [-16.265, -12.238, -12.199], [-15.661, -9.419, -6.986], [-11.117, -14.007, -11.866], [-15.430, -11.712, -15.095], [-14.226, -6.864, -12.626], [-10.423, -9.013, -13.960], [-17.163, -11.381, -9.204], [-7.030, -9.747, -14.370], [-15.124, -4.844, -15.889], [-14.184, -8.778, -14.714], [-17.401, -12.186, -8.737], [-14.191, -6.872, -15.492], [-12.429, -13.033, -17.903], [-13.602, -14.001, -16.699], [-11.916, -11.878, -15.060], [-8.130, -7.909, -13.710], [-16.025, -13.582, -12.212], [-12.999, -9.856, -11.759], [-14.465, -13.666, -16.123], [-12.480, -13.622, -15.733], [-15.048, -9.358, -9.609], [-13.231, -10.332, -10.695], [-8.389, -8.433, -14.630], [-10.525, -15.489, -13.308], [-10.892, -16.482, -11.456], [-17.355, -12.249, -12.212], [-14.448, -11.999, -13.296], [-17.962, -9.781, -8.392], [-12.310, -13.534, -11.151], [-17.181, -10.507, -8.166], [-9.969, -16.473, -11.190], [-14.469, -7.355, -16.428], [-13.145, -6.699, -15.744], [-16.212, -11.685, -14.539], [-13.594, -15.078, -16.867], [-17.600, -11.118, -7.366], [-15.437, -11.543, -13.323], [-11.192, -15.429, -12.448], [-14.341, -7.876, -14.425], [-15.784, -9.947, -7.932], [-12.479, -14.321, -14.896], [-15.553, -8.922, -8.918], [-12.502, -10.591, -12.638], [-12.164, -15.755, -12.819], [-14.957, -10.651, -8.032], [-9.441, -6.469, -14.940], [-16.156, -6.081, -15.506], [-10.933, -13.301, -12.676], [-7.940, -9.838, -14.662]], "forces_ev_per_a": [[0.5, -1.3, 0.2], [-1.1, -1.2, 0.4], [-0.6, -0.4, -0.5], [-1.0, -1.0, 0.4], [0.1, -0.3, -0.3], [-0.7, 0.1, -0.8], [0.3, -0.8, 0.1], [-0.1, 0.4, 0.0], [-0.8, 0.3, -0.4], [1.2, 0.8, -2.1], [-0.1, 0.3, 0.5], [0.2, -0.3, 0.9], [-0.7, 3.3, -0.7], [-0.9, 0.5, 0.5], [0.8, -0.5, 0.6], [0.4, -0.7, 0.0], [-1.0, 2.1, -0.2], [-0.3, -0.3, 0.3], [-0.9, 0.0, 0.2], [-0.4, -0.2, -1.5], [0.7, -2.4, 0.0], [0.2, 0.7, 0.6], [0.0, -2.3, -2.0], [0.3, -0.6, 0.0], [1.2, -0.1, -0.1], [0.2, -0.4, 0.0], [0.2, -0.6, -1.2], [0.2, -1.6, -1.9], [0.0, 0.0, -0.2], [1.9, 1.7, 0.5], [0.0, 0.2, 0.2], [0.4, -0.4, 0.6], [1.5, -1.2, 0.4], [0.3, -3.6, -1.4], [-0.6, -0.2, -0.7], [-0.6, 0.3, 0.2], [0.1, 0.1, -0.2], [-0.5, 0.5, 2.3], [0.8, -1.6, 1.5], [0.4, 0.0, 0.1], [-0.5, 0.9, -1.0], [-0.2, 1.1, -1.1], [0.0, -0.2, -0.6], [0.5, 0.9, 0.3], [1.1, -0.6, -1.1], [-0.2, 0.6, 1.8], [0.1, 0.3, -0.2], [-0.6, -0.1, 0.0], [0.3, 0.7, 1.1], [2.3, 0.3, 0.5], [-0.2, 0.1, -0.4], [0.4, 0.8, 1.2], [-3.1, -0.5, 1.6], [0.5, -0.9, 1.7], [-0.3, 2.2, -0.5], [-0.3, 1.5, 0.0], [0.0, 0.2, 0.4], [0.2, 0.0, -0.4], [0.1, 2.1, -0.3], [-0.2, 0.6, 0.2], [-0.5, -0.6, 0.2], [0.1, -0.1, -0.1], [-0.2, -0.4, 0.7], [-0.1, 0.0, -0.4], [-0.5, 2.0, 0.3]], "e_above_lowest_ev": 6.892, "multiplicity": 5, "e_homo_ha": [-0.414, -0.414], "e_lumo_ev": [-5.425, -6.299], "largest_force_ha_per_bohr": 0.0748, "total_charge": 1, "s_squared": 6.01}

(3)
{"formula": "C31H57F9NO7PS", "method": "ωB97M-V with the def2-TZVPD basis set", "elements": ["H", "C", "H", "C", "O", "O", "H", "H", "C", "C", "O", "H", "H", "H", "C", "H", "H", "H", "H", "H", "H", "O", "P", "H", "C", "H", "H", "H", "C", "H", "C", "F", "H", "F", "H", "C", "F", "H", "F", "O", "F", "C", "H", "O", "H", "C", "H", "C", "C", "H", "S", "F", "F", "H", "H", "C", "C", "H", "H", "H", "H", "O", "N", "H", "H", "H", "H", "H", "C", "H", "H", "H", "H", "C", "H", "H", "H", "H", "H", "C", "C", "C", "C", "H", "C", "C", "H", "C", "H", "H", "C", "H", "H", "H", "H", "H", "H", "C", "C", "H", "C", "C", "F", "C", "C", "H", "F"], "coordinates": [[0.930, -3.662, 2.918], [-2.533, -1.891, 1.825], [-3.997, -5.074, 0.106], [-3.964, 6.190, -5.702], [-2.384, -6.317, -0.221], [-4.864, -5.421, 3.595], [0.148, -0.364, -3.958], [-5.029, -6.366, 3.698], [1.940, -0.942, 0.188], [0.935, 0.384, -3.626], [1.374, -1.721, 1.003], [6.888, 1.987, -1.696], [-4.631, -0.175, 0.724], [-1.449, -4.195, 2.337], [4.028, -0.238, 1.944], [-4.765, 6.730, -5.199], [-5.389, 3.484, -2.329], [6.773, -1.946, -1.707], [4.547, 3.954, -2.947], [-2.463, 2.392, -2.691], [-0.954, -1.716, 3.441], [3.444, 1.617, -2.830], [-0.462, -1.774, -1.449], [-0.967, -1.704, -2.781], [-6.032, -4.741, 4.032], [-1.961, -5.654, -0.782], [-1.747, 0.671, -2.258], [-2.730, 0.316, 2.504], [-1.984, -2.224, 3.318], [-2.823, -4.345, 3.614], [2.989, 0.852, -1.933], [3.231, -0.289, 6.394], [5.425, 1.764, 0.683], [5.443, -0.430, 1.762], [8.104, -0.147, -1.342], [5.056, 1.649, -0.385], [1.868, 0.324, 4.096], [-0.401, 1.931, -4.598], [2.844, 2.279, 4.647], [-3.579, 5.084, -4.895], [5.183, 1.684, 3.126], [-1.810, -3.841, 3.370], [-5.772, 1.781, -2.682], [4.734, 4.895, -3.066], [0.448, 2.407, -1.490], [1.619, 0.084, -2.228], [-6.885, -5.043, 3.419], [-2.088, 2.164, -0.515], [-0.264, 2.449, -2.385], [-0.485, 3.572, -2.552], [-0.211, -3.698, -1.071], [3.211, 2.157, 2.120], [4.650, 1.427, 6.058], [2.724, 5.310, -3.277], [-2.127, 3.318, -0.466], [3.756, 0.713, -0.522], [7.098, -0.077, -0.789], [-2.869, 4.624, -5.362], [-5.873, -3.668, 3.926], [-0.743, -5.472, 4.472], [-4.322, 5.832, -6.671], [-4.277, 2.597, -3.822], [6.481, -1.431, -0.868], [-3.373, -0.509, -0.604], [-4.062, 3.463, -4.203], [5.458, -1.407, -0.796], [-4.286, -6.813, 0.356], [-0.962, -3.972, 5.497], [-3.533, 1.647, -0.067], [1.445, -4.859, 4.213], [-3.567, -2.366, 1.633], [-6.288, 3.054, -3.816], [5.769, 0.717, -2.386], [6.205, 1.107, -1.401], [-2.699, -1.859, 4.125], [1.776, 0.327, -4.417], [1.155, -3.103, 4.733], [-1.509, -0.035, 1.170], [-4.328, 1.830, -0.882], [3.280, -0.143, 0.526], [-3.781, -6.078, -0.270], [3.575, 5.606, -2.658], [-0.706, -4.318, 4.432], [-3.111, 6.858, -5.843], [3.905, 1.113, 2.816], [3.148, 0.945, 4.214], [1.291, 2.557, -3.970], [0.364, 1.907, -3.749], [3.756, 6.674, -2.781], [-1.812, -2.435, 1.118], [-1.714, 1.792, -2.046], [-4.136, -6.175, -1.300], [-1.268, 1.857, 0.223], [-1.460, -1.257, -0.567], [7.349, 0.209, 0.289], [3.363, 5.395, -1.607], [-3.923, 2.226, 0.854], [0.809, -3.925, 4.026], [-3.569, 0.089, 0.352], [4.788, 2.698, -0.787], [-5.503, 2.741, -3.123], [1.154, -0.781, -1.209], [5.093, -0.494, 4.968], [-2.573, -0.289, 1.547], [4.040, 0.316, 5.398], [-6.225, -4.976, 5.081], [3.629, -1.394, 2.687]], "forces_ev_per_a": [[-0.3, -0.1, 1.6], [0.0, 0.5, 0.8], [-0.2, 0.0, 0.0], [0.0, 0.0, -0.2], [0.0, -0.1, 0.0], [0.0, -0.1, 0.0], [1.0, 0.8, 0.9], [0.2, 0.2, -0.1], [-2.0, -2.1, 1.8], [0.9, 0.6, -0.5], [2.3, 3.1, -2.5], [-1.1, -1.2, 0.7], [1.5, 0.4, -0.8], [-0.6, 0.5, 1.4], [1.3, -1.6, -0.6], [0.1, -0.1, 0.0], [-0.2, 0.0, 0.1], [-0.4, 0.5, 0.5], [0.1, 0.2, -0.1], [1.1, -1.7, 0.9], [-1.6, -0.7, -0.1], [-1.4, -2.5, 3.4], [0.8, -1.8, 1.1], [0.4, 0.9, 0.6], [0.0, -0.3, 0.0], [0.0, -0.1, 0.2], [-0.1, 1.5, 0.2], [-0.1, -0.8, -1.4], [0.1, -1.0, -1.3], [1.7, 0.9, -0.5], [0.2, 1.2, -1.8], [2.1, 1.0, -3.0], [-0.5, -0.4, -1.5], [-3.0, 0.4, 0.1], [-1.5, 0.3, 0.8], [-0.5, -0.2, -1.6], [3.3, 1.0, 0.0], [1.1, 0.1, 1.2], [0.7, -2.9, -1.0], [0.3, -0.2, 0.0], [-2.7, -1.5, -0.7], [0.3, 0.4, 0.6], [0.1, 0.1, -0.1], [0.1, -0.2, 0.0], [-0.8, -0.2, -1.3], [-0.1, -1.0, 1.6], [-0.1, 0.2, 0.1], [-0.5, 0.6, -0.4], [-1.2, 0.4, -0.6], [0.4, -1.6, 0.3], [0.1, 0.6, -0.2], [1.4, -2.6, 1.2], [-1.2, -2.7, -1.5], [-0.2, 0.2, 0.1], [0.2, -1.7, -0.1], [-0.1, -0.5, 2.0], [0.4, 0.5, -0.2], [-0.1, 0.2, 0.1], [0.1, -0.1, 0.0], [-0.1, 1.7, -0.1], [0.0, 0.2, 0.0], [0.0, -0.1, -0.1], [0.1, 0.6, -0.1], [-0.2, 0.5, 1.4], [-0.3, -0.1, 0.1], [0.7, -0.1, -0.1], [0.1, 0.0, 0.0], [0.4, -0.3, -1.6], [-0.4, -0.4, 0.8], [-0.7, 1.5, -0.2], [1.5, 0.7, 0.5], [-0.2, 0.0, 0.2], [0.3, 0.7, 1.5], [0.7, -0.2, -0.1], [0.9, -0.4, -1.0], [-1.2, -0.1, 1.3], [-0.2, -0.9, -1.3], [-1.5, -0.2, 0.8], [1.5, -0.3, 1.1], [-0.1, 1.2, -2.9], [0.3, 0.2, -0.1], [0.1, -0.3, 0.0], [-0.1, -0.8, -0.4], [-0.1, 0.1, -0.1], [0.1, 2.1, 0.5], [-2.2, 1.6, 0.8], [-1.6, -0.9, 0.0], [0.9, -0.2, 1.1], [0.1, -0.1, 0.0], [-1.0, 0.9, 0.8], [0.6, 1.6, 0.8], [-0.2, 0.0, 0.0], [-1.2, 0.2, -1.1], [0.6, 0.4, -0.7], [-0.4, -0.6, -1.3], [-0.2, 0.2, 0.0], [0.8, -0.7, -1.4], [-0.5, -0.7, 0.6], [-0.5, 0.6, 0.4], [0.1, -1.7, 0.8], [0.2, 0.2, -0.2], [1.3, 2.4, -1.6], [-2.9, 1.4, 1.0], [1.0, -0.9, -1.3], [1.1, 0.9, 2.5], [-0.2, 0.2, 0.0], [0.5, 3.0, -1.5]], "smiles": "CCCCCCCCCCCCCC1=C([PH2]=S)C(=O)C(C(F)(F)C(F)(F)C(F)(F)C(F)(F)F)=C(CCCN)C1=O.CO.CO.CO.CO.CO", "e_homo_ha": -0.318, "e_lumo_ev": -2.363, "largest_force_ha_per_bohr": 0.0895, "total_charge": 0}

What is the formula in the first record? C27H31Cl3N4O4P2SbSe4W